No. 1
The following is a quantum chemistry calculation of a molecular structure, C28H25N10OP2SSc, from OMol25.

```
68
Properties=species:S:1:pos:R:3:forces:R:3
Sc 0.308 -0.048 -0.043 -0.3 -0.3 0.0
S 0.397 -3.374 -0.798 -0.1 0.1 -0.1
P -2.480 -0.305 0.041 0.2 0.0 -0.1
P -0.240 -0.291 2.579 0.0 -0.1 -0.5
O -0.001 -4.489 0.372 0.0 0.0 0.1
N 4.416 -0.174 0.320 0.2 0.2 0.0
N 2.373 0.343 -0.110 0.3 -0.1 0.2
N 0.323 -2.087 0.283 0.3 0.0 0.2
N -0.890 2.773 0.144 0.0 -0.2 0.0
N 0.270 2.089 -0.120 -0.1 0.5 0.2
N 4.359 1.184 0.358 -0.1 -0.2 0.0
N 3.284 -0.680 0.050 -0.3 -0.1 0.0
N 0.740 4.146 0.537 -0.2 -0.1 0.0
N -0.601 3.955 0.517 0.2 0.2 0.0
N 2.582 2.730 0.049 -0.1 -0.1 0.0
C 0.460 0.576 3.998 0.0 0.0 0.0
C 3.100 1.454 0.099 0.0 0.3 -0.1
C -2.625 -1.644 -1.177 -0.1 -0.1 0.0
C -3.161 -3.874 -1.914 0.0 0.0 0.0
C -2.186 -1.346 -2.466 0.0 0.1 -0.1
C -5.188 -0.010 -0.503 0.0 0.0 0.0
C -3.997 0.668 -0.225 -0.1 -0.1 0.0
C -6.382 2.072 -0.531 0.0 0.0 0.0
C -0.032 -4.262 3.736 0.0 0.0 -0.1
C -3.112 -2.920 -0.910 0.0 0.1 0.1
C -0.111 1.774 4.422 0.0 0.1 0.0
C 0.942 -2.610 1.545 0.0 0.1 -0.1
C -2.064 -0.241 2.786 0.0 0.0 0.2
C -2.753 -1.066 1.696 -0.1 -0.1 0.0
C 0.469 2.492 5.457 0.0 0.0 0.0
C -2.730 -3.566 -3.196 0.0 0.0 0.0
C -0.227 -2.811 3.737 0.0 0.0 -0.1
C 1.628 2.026 6.060 0.0 0.0 0.0
C 0.906 -4.162 1.445 -0.1 -0.1 -0.1
C -2.241 -2.299 -3.473 0.0 0.0 0.0
C 1.232 2.987 0.153 0.2 0.0 0.0
C -4.011 2.052 -0.108 0.1 0.1 0.0
C -6.373 0.687 -0.655 0.0 0.1 0.0
C 0.176 -2.048 2.719 0.0 0.0 0.2
C 1.629 0.118 4.598 0.0 0.0 0.0
C 2.208 0.843 5.627 0.0 0.0 0.0
C -5.205 2.748 -0.260 0.0 0.0 0.0
C 0.452 -4.889 2.667 0.0 0.0 0.1
H -7.287 0.153 -0.874 0.0 0.0 0.0
H -1.829 -0.346 -2.706 0.0 0.0 0.1
H -3.089 2.584 0.088 0.0 0.0 0.0
H 2.091 -0.804 4.267 0.0 0.0 0.0
H -0.754 -2.374 4.578 0.0 0.0 0.0
H 0.518 -5.969 2.650 0.0 0.0 -0.1
H 3.119 0.483 6.086 0.0 0.0 0.0
H 0.019 3.420 5.780 0.0 0.0 0.0
H -5.190 -1.087 -0.617 0.0 0.0 0.0
H -3.443 -3.183 0.086 0.0 0.0 0.0
H -0.998 2.168 3.942 0.0 0.0 0.0
H -2.766 -4.317 -3.973 0.0 0.0 0.0
H -3.535 -4.865 -1.692 0.0 0.0 0.0
H 2.085 2.590 6.862 0.0 0.0 0.0
H -5.202 3.826 -0.170 0.0 0.0 0.0
H -2.310 -0.618 3.784 0.0 0.0 -0.1
H 1.994 -2.297 1.605 0.0 0.0 0.0
H 1.901 -4.504 1.144 0.0 0.0 0.0
H -1.898 -2.049 -4.467 0.0 0.0 0.0
H -3.826 -1.127 1.893 0.0 0.0 0.0
H -7.307 2.619 -0.653 0.0 0.0 0.0
H -2.391 0.801 2.739 0.0 0.0 0.0
H -0.348 -4.825 4.604 0.0 0.0 0.0
H -2.348 -2.081 1.678 0.0 0.0 0.0
H 3.196 3.465 0.359 0.0 0.0 0.0
```
Positions in Å, forces in eV/Å.

Properties
Electronic energy: -96503.0964 eV
M: 656.55 g mol⁻¹
Energy above the lowest of the compared OMol25 structures with the same formula, charge and spin: 1.424 eV
E_LUMO: -0.43 eV

Mulliken atomic charge list, values in e, 2 entries:
1. Sc -0.089
2. S -0.167

***

No. 2
The following is a quantum chemistry calculation of 2 unconnected molecules or ions with the total composition C28H25N2O2 at a distorted geometry, from OMol25.

```
57
Properties=species:S:1:pos:R:3:forces:R:3
O 0.621 -2.813 -2.349 0.1 1.3 0.1
O -3.790 0.405 -0.554 0.2 0.0 -0.4
N 2.993 -0.188 -0.331 -1.0 0.2 -1.3
N -0.566 -1.178 -3.397 1.1 0.0 0.6
C -3.544 1.372 -4.606 -0.1 0.1 0.1
C -2.582 1.483 -2.371 -0.1 0.0 -0.7
C -3.274 0.622 1.726 -0.4 -0.3 1.4
C 4.378 -0.739 3.054 0.1 0.0 -0.3
C -4.747 -0.499 3.296 0.3 0.2 0.5
C 4.700 -1.755 0.459 0.0 0.2 0.1
C 1.394 -0.579 -2.059 1.4 0.4 -0.4
C -2.915 0.942 0.356 1.3 0.7 -1.1
C -3.630 0.699 -1.900 -0.3 0.3 0.3
C 2.054 1.667 -1.496 0.6 0.0 0.1
C 3.654 -0.185 2.001 0.0 -0.1 0.0
C 0.472 -1.625 -2.612 -1.1 -1.2 -1.5
C -1.829 1.654 -0.032 -0.8 -0.4 0.8
C -2.536 1.151 2.811 -0.4 -0.1 -0.5
C 3.799 -0.715 0.718 1.0 -0.5 0.9
C -2.895 0.857 4.121 -0.2 -0.2 -0.1
C 2.319 -1.062 -1.145 0.2 0.8 0.9
C 5.316 -1.752 2.808 -0.3 0.0 -0.1
C -4.599 0.606 -4.090 0.1 -0.4 -0.1
C 5.486 -2.244 1.505 -0.2 0.2 0.1
C -2.545 1.809 -3.742 -0.3 0.0 0.4
C -4.383 -0.207 1.988 0.3 0.4 -0.1
C 6.104 -2.318 3.949 0.2 -0.1 0.2
C -1.466 1.875 -1.447 -0.7 0.3 -0.3
C 1.487 0.791 -2.419 -1.3 -0.6 0.7
C 2.802 1.159 -0.446 0.4 -0.6 -0.5
C -4.644 0.245 -2.746 0.2 0.2 -0.1
C -4.001 0.025 4.366 0.0 -0.1 -0.2
H 2.549 -2.124 -1.011 -0.6 0.5 0.1
H -1.709 1.832 2.593 -0.3 -0.3 0.3
H -4.980 -0.585 1.160 0.2 0.1 0.2
H -0.599 -0.255 -3.790 -0.1 0.1 0.1
H -1.129 2.041 0.702 -0.3 -0.1 0.1
H 6.968 -2.876 3.583 -0.1 0.1 0.1
H -0.650 1.222 -1.659 0.9 -0.5 -0.3
H 1.932 2.747 -1.567 0.2 -0.3 -0.2
H 3.408 1.776 0.215 -0.4 -0.1 0.0
H 4.218 -0.390 4.079 0.1 0.0 -0.5
H 5.498 -3.008 4.553 0.1 0.2 -0.1
H -5.372 0.238 -4.764 0.1 0.2 0.2
H 6.460 -1.522 4.612 -0.1 -0.2 -0.1
H 0.975 1.174 -3.315 0.2 -0.2 0.6
H -2.324 1.292 4.949 -0.3 -0.2 -0.3
H -3.526 1.654 -5.668 0.0 -0.2 0.6
H 4.809 -2.147 -0.554 0.0 0.1 0.3
H -1.755 2.477 -4.099 -0.2 -0.3 0.1
H 6.243 -3.019 1.336 -0.4 0.3 -0.1
H -5.450 -0.361 -2.326 0.2 0.2 -0.2
H -1.150 -1.867 -3.837 -0.1 -0.2 0.0
H -4.285 -0.212 5.397 0.1 0.1 -0.4
H -1.104 2.891 -1.647 -0.2 0.0 0.1
H -5.623 -1.125 3.481 0.3 0.2 0.0
H 2.962 0.643 2.161 0.1 -0.3 0.1
```
Positions in Å, forces in eV/Å.

Properties
Electronic energy: -36510.6600 eV
M: 421.52 g mol⁻¹
Energy above the lowest of the compared OMol25 structures with the same formula, charge and spin: 0.179 eV
Total charge: +1
E_LUMO: -4.56 eV

Mulliken atomic charge list, values in e, 2 entries:
1. O -0.623
2. O -0.458

***

No. 3
The following is a quantum chemistry calculation of a molecular structure, C28H25N4NiO2S2 at a distorted geometry, from OMol25.

```
62
Properties=species:S:1:pos:R:3:forces:R:3
Ni -1.482 -0.366 -0.370 -1.7 -1.3 -1.1
S -0.264 5.833 -2.141 0.4 -0.5 -1.1
S 0.202 -4.397 3.640 -0.4 1.0 1.1
O 3.449 0.337 -3.303 0.0 -0.9 0.6
O 3.344 -1.728 -2.465 -1.2 -0.1 -0.2
N -0.504 1.131 -0.541 2.0 2.1 -0.3
N -2.921 -1.289 -1.136 -1.7 -1.0 -0.7
N -0.834 -0.665 1.354 2.3 1.9 1.7
N 5.368 -1.140 -0.824 -0.4 -0.1 -0.6
C 5.366 -0.496 -2.175 0.7 -0.9 1.6
C 0.100 4.163 -2.505 0.6 0.8 -0.9
C 0.360 3.972 -3.850 -0.4 0.8 1.2
C -0.158 0.541 1.712 -0.9 -1.0 0.3
C 0.070 -2.756 4.285 -0.1 -0.6 1.7
C -0.020 -4.118 6.205 0.4 0.5 0.0
C -4.226 -0.958 -1.511 1.3 0.3 0.5
C -3.931 -3.096 -2.091 -1.3 0.3 -0.2
C 0.725 3.637 -0.156 -0.6 0.4 -0.8
C 3.954 -0.571 -2.675 0.2 1.0 -1.4
C 0.474 -0.338 3.855 -0.8 0.3 -0.5
C 0.365 0.789 2.992 -0.4 -1.3 -0.8
C 0.018 -2.782 5.693 -0.1 -1.0 -2.1
C -0.741 -1.661 2.198 -0.2 0.5 0.5
C -1.466 -3.301 -1.307 0.7 0.1 -0.3
C 0.515 2.779 0.928 0.4 -0.2 1.3
C 0.811 2.102 3.277 0.6 0.8 -0.2
C -0.057 1.537 0.696 -0.5 -0.6 -0.9
C 0.224 3.247 -1.394 -0.2 -0.5 0.2
C 0.006 6.269 -3.809 -0.4 0.9 1.9
C -4.768 0.415 -1.352 0.5 -0.6 -0.7
C -0.040 -1.556 3.446 0.2 -0.3 0.0
C 0.872 3.055 2.304 0.4 0.1 -0.2
C -4.850 -2.072 -2.123 0.2 -0.7 -0.8
C 0.075 -5.068 5.236 0.5 -0.7 -0.5
C -2.748 -2.587 -1.481 -0.1 0.6 0.2
C -0.315 1.944 -1.574 -0.1 0.3 1.3
C 0.325 5.213 -4.553 0.8 -1.2 -2.2
H 1.208 2.318 4.264 -0.2 0.0 0.0
H -4.550 0.814 -0.376 0.1 0.2 0.4
H -5.838 0.386 -1.518 -0.1 0.3 -0.1
H -1.363 -4.022 -2.128 0.0 0.0 0.3
H 0.594 3.024 -4.298 0.2 -0.2 0.0
H 0.002 -1.894 6.296 -0.2 0.2 0.1
H -0.056 -4.323 7.270 0.0 -0.1 -0.2
H 0.631 5.270 -5.623 -0.5 0.1 1.0
H 5.667 0.533 -2.116 0.1 0.5 -0.3
H 3.786 -2.232 -1.773 0.7 0.0 0.3
H 1.276 4.041 2.524 -0.1 -0.2 0.1
H 0.229 -6.159 5.338 -0.4 0.9 0.1
H -1.341 -2.547 1.974 0.4 0.1 0.0
H -5.769 -2.054 -2.718 0.2 0.0 0.7
H -1.387 -3.853 -0.351 -0.1 0.3 -0.4
H -4.110 -4.082 -2.479 0.3 -0.2 -0.1
H -0.620 -2.583 -1.398 -0.5 -0.5 0.3
H -0.644 1.632 -2.560 -0.1 -0.1 0.2
H -4.248 1.043 -2.101 -0.4 0.0 0.3
H -0.070 7.315 -4.038 0.0 0.0 -0.4
H 1.192 4.632 -0.059 -0.3 -0.7 0.1
H 0.869 -0.181 4.852 0.2 -0.3 -0.1
H 4.885 -0.584 -0.114 0.6 -0.2 -0.4
H 6.086 -1.048 -2.830 -0.8 0.4 0.4
H 6.271 -1.468 -0.522 0.0 0.3 0.1
```
Positions in Å, forces in eV/Å.

Properties
Electronic energy: -102204.9711 eV
M: 572.36 g mol⁻¹
Multiplicity: 3
Total charge: +1
E_LUMO (spin up / spin down): -3.31 / -4.54 eV

Mulliken atomic charge list, values in e, 2 entries:
1. Ni -0.267
2. S -0.072